Entry 1:
Molecular formula: C5H11N3O2
Method: DFT, ωB97M-V/def2-TZVPD

Computed properties:
Calculated total energy: -13927.873 eV
LUMO energy: 0.59 eV
SMILES: CC(C)(N=C=N)C(=O)O.N
HOMO level: -9.7 eV

XYZ file:
```
21
C5H11N3O2 ωB97M-V/def2-TZVPD
C 1.14 -1.43 -0.65
C 0.17 -0.29 -0.82
C 0.59 0.73 -1.96
N 0.11 0.51 0.38
C -0.88 1.01 0.87
N -1.65 1.85 1.23
C -1.30 -0.80 -1.10
O -1.61 -1.93 -0.82
O -2.24 0.13 -1.43
H 2.08 -1.11 -0.28
H 1.28 -2.04 -1.56
H 0.65 -2.14 0.18
H 0.67 0.14 -2.90
H -0.19 1.45 -1.98
H 1.60 1.16 -1.74
H -2.27 1.86 2.06
H -3.12 -0.25 -1.62
N 1.02 0.40 3.18
H 0.96 0.51 2.17
H 1.90 0.82 3.49
H 1.10 -0.57 3.29
```

---

Entry 2:
Molecular formula: C5H11N3O2
Method: DFT, ωB97M-V/def2-TZVPD

Computed properties:
Calculated total energy: -13927.941 eV
LUMO energy: 0.42 eV
SMILES: CNC(=O)N(C)CC#N.O
HOMO level: -9.8 eV

XYZ file:
```
21
C5H11N3O2 ωB97M-V/def2-TZVPD
C -2.88 1.59 0.38
N -1.97 0.73 -0.36
C -0.86 0.23 0.28
O -0.41 0.80 1.27
N -0.10 -0.60 -0.50
C -0.64 -1.40 -1.58
C 1.32 -0.64 -0.28
C 1.73 -1.82 0.52
N 1.87 -2.53 1.45
H -3.24 1.11 1.30
H -2.38 2.54 0.64
H -3.73 1.82 -0.27
H -2.42 0.13 -1.04
H -1.18 -0.76 -2.29
H 0.17 -1.83 -2.17
H -1.27 -2.22 -1.21
H 1.89 -0.65 -1.22
H 1.61 0.26 0.28
O 4.39 1.42 1.61
H 4.50 0.74 0.92
H 3.61 1.07 2.26
```

---

Entry 3:
Molecular formula: C5H11N3O2
Method: DFT, ωB97M-V/def2-TZVPD

Computed properties:
Calculated total energy: -13908.692 eV
LUMO energy: -9.84 eV
Charge: +2
SMILES: [H]/N=C/[NH+]=C\[NH+]=C(OC)OC
HOMO level: -19.5 eV

XYZ file:
```
21
C5H11N3O2 ωB97M-V/def2-TZVPD
H 0.41 -0.57 -2.20
N 0.71 -0.24 -1.33
C 1.95 -0.31 -1.06
N 2.43 0.09 0.21
C 1.68 0.67 1.15
N 0.33 0.85 1.19
C -0.62 -0.01 0.59
O -1.70 0.45 0.07
C -1.88 1.77 -0.42
O -0.61 -1.26 1.01
C -1.28 -2.24 0.23
H 2.87 -0.82 -1.57
H 3.39 -0.06 0.55
H 2.18 1.29 1.90
H 0.04 1.78 1.63
H -1.08 2.34 0.00
H -2.98 2.13 -0.20
H -1.75 1.65 -1.50
H -2.17 -1.87 -0.28
H -1.42 -3.21 0.73
H -0.48 -2.42 -0.69
```

---

Entry 4:
Molecular formula: C5H11N3S
Method: DFT, ωB97M-V/def2-TZVPD

Computed properties:
Calculated total energy: -20668.424 eV
LUMO energy: 0.71 eV
SMILES: CN1NC(C)(C)NC1=S
HOMO level: -8.1 eV

XYZ file:
```
20
C5H11N3S ωB97M-V/def2-TZVPD
C 1.09 1.95 1.76
N 0.42 0.81 1.11
N 1.02 0.06 0.06
C -0.10 -0.62 -0.62
C 0.28 -2.11 -0.88
C -0.61 0.07 -1.90
N -1.17 -0.48 0.35
C -0.91 0.50 1.28
S -2.13 1.23 2.17
H 1.38 1.72 2.79
H 1.99 2.14 1.20
H 0.47 2.85 1.71
H 1.65 -0.62 0.45
H -0.60 -2.63 -1.34
H 0.57 -2.67 0.04
H 1.07 -2.21 -1.62
H -1.54 -0.42 -2.26
H -0.88 1.11 -1.70
H 0.13 0.00 -2.70
H -2.12 -0.67 0.09
```

---

Entry 5:
Molecular formula: C5H11N4
Method: DFT, ωB97M-V/def2-TZVPD

Computed properties:
Calculated total energy: -11313.692 eV
LUMO energy: -2.88 eV
Charge: +1
SMILES: C[N+](C)(C)n1cncn1
HOMO level: -14.7 eV

XYZ file:
```
20
C5H11N4 ωB97M-V/def2-TZVPD
C 1.05 1.00 -0.91
N 0.55 0.01 0.09
C 1.17 -1.29 -0.27
C 1.01 0.40 1.37
N -0.84 -0.08 -0.02
C -1.72 -0.66 -0.95
N -2.89 -0.46 -0.47
C -2.74 0.29 0.66
N -1.53 0.49 1.01
H 0.67 2.01 -0.96
H 2.19 1.25 -1.04
H 0.83 0.57 -1.91
H 0.84 -1.95 0.55
H 0.66 -1.65 -1.19
H 2.28 -1.15 -0.51
H 0.92 -0.32 2.05
H 2.03 0.86 1.25
H 0.38 1.16 1.87
H -1.38 -1.03 -1.92
H -3.49 0.53 1.31
```

---

Question: Number 3 is which compound?
Answer: C5H11N3O2